# 1
DFT (ωB97M-V with the def2-TZVPD basis set) results for 2 unconnected molecules or ions with the total composition CH3ClN2O2.

Properties
- multiplicity = 3
- ⟨S²⟩ = 2.08
- net charge = 0

```
9
Properties=species:S:1:pos:R:3:forces:R:3
C -0.0217 1.5561 -0.3594 -2.841 -0.388 -3.804
N -0.1991 -1.2846 0.5934 -0.976 -1.811 1.414
N 0.6965 -0.8609 -0.2111 1.204 3.894 -0.872
O -0.7197 -2.4314 0.6601 0.128 0.726 0.035
O 1.5553 -1.3671 -0.8547 0.321 -2.504 -0.311
Cl -1.5244 1.7737 0.2646 -1.873 0.303 0.829
H 0.7310 1.7258 0.2283 4.223 0.916 2.980
H 0.0257 1.3097 -1.3989 0.250 0.061 -0.177
H -0.5435 -0.4214 1.0777 -0.435 -1.197 -0.095
```
Forces are in eV/Å.

# 2
DFT (ωB97M-V with the def2-TZVPD basis set) results for 9 unconnected molecules or ions with the total composition C16H24ClN8O4.

Properties
- net charge = -1

```
53
Properties=species:S:1:pos:R:3:forces:R:3
Cl 0.2704 0.5688 0.2302 -0.497 -0.966 -0.502
O 1.6019 1.0966 -0.1029 -0.624 -0.731 1.167
O -0.6701 1.3998 -0.4740 -0.499 0.605 0.443
O 0.0956 -0.7859 -0.2587 0.790 -0.066 -0.323
O -0.0355 0.4797 1.6639 0.889 1.143 -0.786
C 2.9821 4.6928 -3.8055 0.349 0.703 -0.630
C 2.4809 5.9294 -4.4698 0.457 -1.674 1.169
N 2.0358 6.8380 -4.9932 -0.302 0.933 -0.514
H 4.0336 4.5747 -4.0672 -0.011 -0.057 -0.184
H 2.4303 3.8427 -4.2066 -0.025 0.018 0.335
H 2.9739 4.7475 -2.7169 -0.514 0.045 -0.141
C -5.9403 1.5843 1.8750 -0.694 -1.152 -0.222
C -6.2656 0.2870 2.5263 -0.173 -1.783 1.231
N -6.5063 -0.7138 3.0872 0.513 2.455 -1.446
H -6.7893 2.2440 2.0542 0.428 0.360 0.360
H -5.9527 1.4301 0.7960 0.288 -0.091 -0.016
H -4.9543 1.9320 2.1830 -0.318 0.203 0.090
C 5.7129 -2.8018 0.3047 0.160 -0.367 -0.100
C 6.1611 -4.1345 -0.0517 1.248 -1.542 -0.842
N 6.6028 -5.1668 -0.3417 -0.699 1.201 0.398
H 6.1676 -2.6033 1.2752 -0.621 0.260 0.181
H 4.6248 -2.8487 0.2626 0.033 0.596 0.462
H 6.1055 -2.0605 -0.3914 -0.164 -0.120 -0.101
C 1.2197 2.2202 7.4744 -0.107 -0.718 0.201
C 1.3166 3.5055 8.0603 0.945 6.847 2.212
N 1.3909 4.5853 8.5710 -0.370 -4.808 -2.156
H 1.6694 1.6150 8.2616 -0.473 -0.843 -0.236
H 1.7694 2.0497 6.5487 -0.110 0.393 0.036
H 0.1445 2.1057 7.3373 0.108 -0.869 -0.086
C -3.6606 6.9136 -2.1826 0.337 -0.518 -0.537
C -4.2918 6.8227 -0.8997 -1.676 0.090 3.085
N -4.8453 6.7511 0.1270 1.207 0.134 -2.176
H -2.8466 7.6385 -2.1883 -0.205 0.051 -0.062
H -4.4231 7.1207 -2.9334 0.211 0.184 -0.069
H -3.2432 5.9272 -2.3846 0.131 0.033 -0.229
C 3.2622 -2.4493 -4.8950 -1.208 -0.114 0.150
C 2.1577 -1.7660 -5.6058 -4.070 2.908 -3.245
N 1.2280 -1.2431 -6.1779 5.029 -2.852 3.090
H 3.4080 -3.4266 -5.3553 0.129 0.066 0.044
H 2.8148 -2.5950 -3.9119 0.423 -0.238 0.287
H 4.2095 -1.9209 -4.7874 -0.333 0.237 -0.313
C -2.4165 -5.1395 -3.3066 -0.240 1.164 0.253
C -1.9935 -6.4667 -3.0591 1.109 -3.018 0.074
N -1.6485 -7.5664 -2.9334 -0.455 1.340 -0.045
H -1.6204 -4.5700 -3.7861 -0.163 -0.029 -0.197
H -2.5952 -4.6683 -2.3401 -0.291 0.194 -0.115
H -3.3220 -5.1850 -3.9117 0.058 0.369 0.034
C -0.8843 -4.8007 4.3303 0.540 0.123 -0.716
C -0.7058 -5.8578 3.2696 -0.083 -0.784 -0.280
N -0.5710 -6.7143 2.4874 -0.266 1.855 1.632
H 0.0632 -4.3045 4.5402 0.306 -0.426 -0.042
H -1.2754 -5.1636 5.2808 -0.079 -0.331 -0.336
H -1.4758 -3.9500 3.9918 -0.421 -0.413 -0.286
```
Forces are in eV/Å.

# 3
DFT (ωB97M-V with the def2-TZVPD basis set) results for 2 unconnected molecules or ions with the total composition C2H2N2O2S.

Properties
- net charge = 0

```
9
Properties=species:S:1:pos:R:3:forces:R:3
C -2.3783 -0.5708 -0.1249 1.587 0.762 1.372
C -1.1662 -0.1403 0.5175 0.576 -1.155 -0.841
N -3.3923 -0.9650 -0.4771 -0.831 -0.390 -0.560
N -0.8662 1.2947 0.5453 -0.743 -1.501 1.153
O -1.7252 2.0151 0.1280 -0.604 0.992 -0.562
O 0.1487 1.6086 1.1104 1.014 0.599 0.201
S -0.1060 -1.3250 1.2893 -0.514 1.526 -0.240
H -0.5010 0.5709 -1.5590 0.073 -0.339 -0.037
H 0.7047 -0.3716 1.8721 -0.558 -0.494 -0.487
```
Forces are in eV/Å.

Results for energy above the lowest of the compared OMol25 structures with the same formula, charge and spin: 2.500, 2.358, 7.337 (in eV, following the order of the records).
Results for DFT total energy: -20675.222, -49605.427, -20009.012 (in eV, following the order of the records).